# 1
{
  "formula": "C4H9NO3",
  "method": "ωB97M-V/def2-TZVPD",
  "multiplicity": 1,
  "homo_energy_ev": [-9.0, -9.0],
  "homo_lumo_gap_ev": [8.9417, 8.9424],
  "species": ["C", "C", "C", "C", "N", "O", "O", "O", "H", "H", "H", "H", "H", "H", "H", "H", "H"],
  "positions_angstrom": [[-0.139426, -0.401599, 0.063305], [-0.834365, -1.060611, -1.080841], [-0.450018, -0.934886, 1.409988], [0.410354, 1.010142, 0.034646], [-0.665030, 1.796838, -0.471866], [1.497913, -0.015053, -0.875797], [2.720729, -0.090706, -0.118449], [1.109242, 1.553302, 0.930379], [2.609376, 0.733487, 0.426995], [-0.674616, 2.747875, -0.123296], [-1.062966, 1.662601, -1.392015], [-0.536185, -2.115617, -1.118244], [-0.572632, -0.618829, -2.041259], [-1.920411, -1.012470, -0.952696], [-1.470278, -1.314453, 1.491293], [0.279118, -1.733450, 1.607987], [-0.300805, -0.206571, 2.209869]],
  "forces_ev_per_angstrom": [[0.671, 1.391, -0.227], [0.315, 0.169, -0.331], [1.391, -0.497, 0.585], [-2.599, 0.687, 1.839], [0.531, 0.586, -0.559], [0.764, -1.391, 0.646], [-0.923, 0.382, -0.749], [-0.537, -0.884, -0.757], [-0.158, -0.242, 0.066], [0.359, -0.051, -0.408], [0.211, -0.075, 0.187], [-0.126, 0.131, 0.092], [-0.008, 0.039, 0.051], [0.133, 0.008, 0.141], [0.180, -0.223, -0.410], [-0.336, -0.217, 0.171], [0.133, 0.189, -0.337]],
  "mulliken_charge": [1.24, -1.54, -1.35, 0.65, -0.49, -0.35, -0.33, -0.82, 0.36, 0.25, 0.19, 0.36, 0.39, 0.39, 0.37, 0.33, 0.37]
}

=====

# 2
{
  "formula": "C4H9NO3",
  "method": "ωB97M-V/def2-TZVPD",
  "multiplicity": 1,
  "homo_energy_ev": -9.7,
  "smiles": "C[C@@](O)(CN)C(=O)O",
  "homo_lumo_gap_ev": 10.3067,
  "species": ["C", "C", "O", "C", "N", "C", "O", "O", "H", "H", "H", "H", "H", "H", "H", "H", "H"],
  "positions_angstrom": [[0.208977, -0.779241, 1.439726], [0.431604, -0.529912, -0.049085], [1.134365, -1.592275, -0.642426], [-0.826869, -0.241769, -0.884883], [-1.717042, 0.706190, -0.334846], [1.209224, 0.775415, -0.351290], [2.402005, 0.716181, -0.619255], [0.659959, 1.857680, 0.256031], [-0.302445, 0.049022, 1.925463], [1.181408, -0.882410, 1.917501], [-0.368636, -1.692384, 1.573359], [2.037435, -1.253188, -0.792067], [-1.269299, -1.171799, -1.248365], [-0.126957, 0.429993, -1.698724], [-2.532276, 0.881384, -0.907819], [-1.959940, 0.602109, 0.642291], [-0.161513, 2.125004, -0.225611]],
  "forces_ev_per_angstrom": [[0.236, 0.254, -0.233], [-0.195, 0.626, -0.414], [-0.042, 0.127, 0.008], [2.632, 1.152, -2.129], [-0.917, 1.042, 0.447], [2.924, -1.258, 3.705], [-1.836, 0.477, -0.561], [-0.015, 1.004, -1.658], [-0.052, 0.048, -0.015], [-0.007, -0.146, 0.103], [0.054, -0.078, -0.018], [-0.228, -0.114, -0.002], [0.163, 0.156, -0.395], [-2.847, -2.325, 0.337], [0.054, -0.167, 0.205], [-0.072, -0.253, -0.186], [0.148, -0.545, 0.805]],
  "mulliken_charge": [-1.67, 1.45, -0.62, -0.86, -0.46, 0.25, -0.62, -0.48, 0.42, 0.35, 0.39, 0.38, 0.38, 0.29, 0.22, 0.16, 0.41]
}

=====

# 3
{
  "formula": "C4H9NO3",
  "method": "ωB97M-V/def2-TZVPD",
  "multiplicity": 1,
  "homo_energy_ev": -10.0,
  "smiles": "COCO/N=C\\CO",
  "homo_lumo_gap_ev": 10.9439,
  "species": ["C", "O", "C", "O", "N", "C", "C", "O", "H", "H", "H", "H", "H", "H", "H", "H", "H"],
  "positions_angstrom": [[-1.711655, 0.929026, 0.742525], [-1.825004, 0.425802, -0.546104], [-1.447470, -0.900663, -0.644219], [-0.034597, -1.146074, -0.689735], [0.540305, -1.268609, 0.582465], [1.676904, -0.634687, 0.667851], [2.196249, 0.260723, -0.444489], [1.355362, 1.411117, -0.501399], [-2.110597, 1.943475, 0.726462], [-0.708678, 0.834783, 1.136741], [-2.418026, 0.390652, 1.412166], [-1.821189, -1.542755, 0.214686], [-1.889073, -1.267840, -1.625624], [2.281698, -0.902738, 1.550959], [2.173159, -0.150159, -1.462821], [3.201252, 0.668717, -0.302326], [0.541357, 0.949231, -0.817141]],
  "forces_ev_per_angstrom": [[-1.376, 0.187, 1.458], [0.553, -0.606, -0.961], [-0.847, -1.969, -0.229], [-0.317, 1.150, -0.559], [1.576, 0.671, 0.685], [-0.836, -1.749, -0.947], [0.486, 0.924, -0.283], [-1.214, -0.901, -0.333], [0.566, 0.140, -0.046], [0.149, 0.372, 0.130], [0.471, -0.015, -0.152], [0.130, 0.871, -0.772], [0.913, 0.363, 1.193], [-0.562, 0.516, -0.323], [0.154, -0.727, 0.531], [-0.043, -0.502, 0.432], [0.198, 1.274, 0.176]],
  "mulliken_charge": [-0.56, -0.38, -0.18, -0.12, -0.46, -0.12, -0.34, -0.54, 0.24, 0.30, 0.29, 0.36, 0.22, 0.41, 0.26, 0.31, 0.33]
}

=====

# 4
{
  "formula": "C4H9NO4S2",
  "method": "ωB97M-V/def2-TZVPD",
  "multiplicity": 1,
  "homo_energy_ev": -9.5,
  "homo_lumo_gap_ev": 9.3697,
  "species": ["C", "C", "C", "C", "N", "O", "O", "O", "O", "S", "S", "H", "H", "H", "H", "H", "H", "H", "H", "H"],
  "positions_angstrom": [[-0.075054, 0.823391, -1.008340], [0.362275, 0.665454, 1.488899], [1.124402, -1.197305, -0.055334], [0.052622, -0.127702, 0.189643], [-0.628918, 0.236982, -2.062847], [-0.861125, 4.103294, -0.443011], [-1.683270, 3.079125, -2.428541], [0.389097, 2.010220, -1.104441], [-2.026736, 1.991579, -0.277091], [-1.651697, -0.910623, 0.316563], [-1.318470, 2.967821, -1.071446], [1.472711, 0.641868, 1.569119], [0.064294, 0.000286, 2.267680], [-0.075565, 1.711847, 1.495486], [0.770910, -1.994465, -0.757060], [1.729305, -0.755538, -0.765222], [1.630499, -1.548284, 0.809019], [-0.682464, -0.781758, -2.112767], [-0.761614, 0.759001, -2.889868], [-2.410288, 0.116396, 0.553825]],
  "forces_ev_per_angstrom": [[0.890, -2.039, -1.209], [1.059, 0.255, -1.275], [-2.424, -0.617, -1.642], [-1.386, 1.329, 1.060], [1.096, -0.532, 0.357], [1.347, 2.902, 1.861], [-0.020, -0.625, -1.468], [-1.216, -0.391, 0.524], [0.083, 0.495, -0.246], [1.238, -2.034, 0.354], [-1.441, -1.394, 0.133], [-0.580, 0.811, -0.032], [-0.647, 0.070, 0.886], [0.541, -1.509, 0.233], [-0.246, -0.077, 1.264], [2.412, 1.234, -0.847], [0.240, -0.335, 0.616], [-0.586, 0.740, 0.270], [-0.038, 0.633, -0.993], [-0.322, 1.082, 0.154]],
  "mulliken_charge": [0.45, -1.52, -1.62, 1.11, -0.28, -0.51, -0.54, -0.60, -0.54, -0.14, 1.08, 0.38, 0.47, 0.26, 0.38, 0.52, 0.38, 0.25, 0.26, 0.20]
}

=====

Across the entries above, energy relative to the best compared isomer or geometry (same formula, charge and spin) takes the values 6.400, 2.150, 4.235, 1.029 eV, respectively.